[1]
Density functional theory data (ωB97M-V/def2-TZVPD) for a structure of composition C9H17NO4P.

Computed properties:
HOMO-LUMO gap = 0.240 hartree
charge = -1
LUMO level = 3.478 eV

Each line ends with the natural charge from an NBO analysis.
CARTESIAN COORDINATES (ANGSTROEM)
1 C 4.7657 -0.4609 2.1684  -0.341
2 C 3.5884 -0.2859 1.9451  -0.160
3 C 2.8349 -2.0011 -0.9344  -0.472
4 C 0.9994 -0.3452 -1.2839  -0.425
5 C 1.3705 0.0068 -2.6859  -0.625
6 C -3.0836 1.4483 -1.3960  -0.630
7 C -2.5359 -0.1615 2.4171  -0.639
8 C -1.8529 2.1128 -0.7961  -0.041
9 C -1.5308 -1.0043 1.6057  -0.064
10 N 1.7425 -1.2148 -0.6307  0.113
11 O 1.2151 -1.3485 0.5639  -0.651
12 O 0.4314 1.2299 1.0393  -1.150
13 O -0.7766 1.2777 -1.1380  -0.834
14 O -1.3245 -0.5534 0.3061  -0.811
15 P -0.0501 0.3561 -0.0708  2.366
16 H 5.5855 -0.4563 2.7368  0.192
17 H 2.6067 -0.3722 1.4961  0.277
18 H 3.2887 -1.9288 -1.9349  0.176
19 H 3.0956 -2.7057 -0.2257  0.195
20 H 2.4970 0.2720 -2.8396  0.184
21 H 0.7343 0.7391 -3.2082  0.224
22 H 1.1699 -0.8619 -3.1870  0.196
23 H -3.3663 0.6534 -0.7677  0.214
24 H -3.7417 2.2211 -1.5295  0.183
25 H -2.6496 1.0986 -2.2981  0.214
26 H -2.1582 0.8199 2.5080  0.221
27 H -3.5739 -0.2448 1.9342  0.189
28 H -2.9172 -0.4195 3.5383  0.197
29 H -1.8856 2.3210 0.2500  0.182
30 H -1.8324 3.0671 -1.2816  0.152
31 H -1.9852 -2.0012 1.4008  0.163
32 H -0.6610 -1.2578 2.2981  0.204

***

[2]
Density functional theory data (ωB97M-V/def2-TZVPD) for a cluster of 2 separate species, C9H17NOS2 in total.

Computed properties:
HOMO-LUMO gap = 0.319 hartree
charge = 0
LUMO level = -0.826 eV
structure (SMILES) = CCCCCCCC(=O)C#N.SS

Each line ends with the natural charge from an NBO analysis.
CARTESIAN COORDINATES (ANGSTROEM)
1 C -4.4670 0.9782 0.5188  0.178
2 C -3.3520 0.1545 0.1452  0.487
3 C 3.8452 -1.8809 0.1580  -0.621
4 C -2.5471 0.3551 -1.1936  -0.478
5 C 3.7480 -0.3823 0.0099  -0.425
6 C -1.2017 -0.3547 -1.3519  -0.390
7 C 2.3959 0.2064 0.1599  -0.358
8 C 0.0228 0.2574 -0.4944  -0.381
9 C 1.3718 -0.2462 -0.8775  -0.443
10 N -5.3343 1.5944 0.9699  -0.259
11 O -3.0905 -0.7356 0.9920  -0.539
12 S -1.9747 0.8617 3.1857  -0.145
13 S -2.1771 2.2902 1.7544  -0.102
14 H -3.4473 2.5341 1.9134  0.135
15 H 4.5221 -2.3193 -0.6262  0.218
16 H 4.0185 -2.2956 1.1746  0.213
17 H 2.8314 -2.3013 0.0387  0.197
18 H -2.4901 1.4241 -1.5843  0.241
19 H -3.2685 -0.0741 -1.8717  0.238
20 H 4.4331 0.1537 0.6657  0.213
21 H 3.7858 -0.1689 -1.0519  0.197
22 H -1.0515 -0.3927 -2.4974  0.206
23 H -1.3032 -1.3506 -1.0690  0.210
24 H 2.4570 1.3703 -0.0898  0.190
25 H 2.1031 0.1737 1.2894  0.205
26 H -0.3666 0.1263 0.6125  0.209
27 H -0.0815 1.3269 -0.5477  0.196
28 H 1.4023 -1.2877 -0.6355  0.204
29 H 1.5433 0.0294 -1.8939  0.215
30 H -2.3273 -0.0469 2.1965  0.187

***

[3]
Density functional theory data (ωB97M-V/def2-TZVPD) for a cluster of 2 separate species, C9H17O2Si in total.

Computed properties:
HOMO-LUMO gap (alpha / beta) = 0.204 / 0.295 hartree
charge = -1
LUMO level (alpha / beta) = 2.771 / 3.409 eV

Each line ends with the natural charge from an NBO analysis.
CARTESIAN COORDINATES (ANGSTROEM)
1 C -2.3308 -2.5033 1.2481  -0.479
2 C -2.5400 -1.0769 1.3033  -0.253
3 C -3.4970 0.9786 0.4258  0.712
4 C -2.2044 -0.5474 -1.2104  -0.665
5 C 0.9656 1.6185 -1.7562  -1.082
6 C 2.7434 1.1326 0.6949  -1.117
7 C 1.2179 -1.0308 -0.2129  -1.144
8 C -0.2781 1.3789 1.2166  -0.855
9 C -2.5882 -0.1751 0.2314  0.019
10 O -4.5292 0.3260 0.1216  -0.704
11 O -3.3215 2.0829 0.8307  -0.698
12 Si 0.9834 0.8139 0.0277  1.581
13 H -2.4709 -3.2419 2.1265  0.187
14 H -1.9182 -2.8843 0.3128  0.170
15 H -2.8725 -0.7365 2.2529  0.197
16 H -3.0696 -0.7074 -1.8638  0.235
17 H -1.8040 0.4797 -1.5958  0.209
18 H -1.4125 -1.2591 -1.1699  0.212
19 H 2.0134 1.7241 -1.9872  0.220
20 H 0.3988 1.0574 -2.4752  0.231
21 H 0.5799 2.7122 -1.7510  0.227
22 H 2.8807 2.1985 0.5913  0.215
23 H 2.8589 0.9293 1.7524  0.226
24 H 3.7172 0.7267 0.3269  0.222
25 H 0.9519 -1.6425 -1.0594  0.229
26 H 2.2824 -1.2523 0.0203  0.226
27 H 0.7680 -1.6100 0.6941  0.245
28 H -1.1233 1.9454 1.0163  0.230
29 H -0.4248 0.7344 2.2019  0.206

***

Repeat the first record exactly.
Density functional theory data (ωB97M-V/def2-TZVPD) for a structure of composition C9H17NO4P.

Computed properties:
HOMO-LUMO gap = 0.240 hartree
charge = -1
LUMO level = 3.478 eV

Each line ends with the natural charge from an NBO analysis.
CARTESIAN COORDINATES (ANGSTROEM)
1 C 4.7657 -0.4609 2.1684  -0.341
2 C 3.5884 -0.2859 1.9451  -0.160
3 C 2.8349 -2.0011 -0.9344  -0.472
4 C 0.9994 -0.3452 -1.2839  -0.425
5 C 1.3705 0.0068 -2.6859  -0.625
6 C -3.0836 1.4483 -1.3960  -0.630
7 C -2.5359 -0.1615 2.4171  -0.639
8 C -1.8529 2.1128 -0.7961  -0.041
9 C -1.5308 -1.0043 1.6057  -0.064
10 N 1.7425 -1.2148 -0.6307  0.113
11 O 1.2151 -1.3485 0.5639  -0.651
12 O 0.4314 1.2299 1.0393  -1.150
13 O -0.7766 1.2777 -1.1380  -0.834
14 O -1.3245 -0.5534 0.3061  -0.811
15 P -0.0501 0.3561 -0.0708  2.366
16 H 5.5855 -0.4563 2.7368  0.192
17 H 2.6067 -0.3722 1.4961  0.277
18 H 3.2887 -1.9288 -1.9349  0.176
19 H 3.0956 -2.7057 -0.2257  0.195
20 H 2.4970 0.2720 -2.8396  0.184
21 H 0.7343 0.7391 -3.2082  0.224
22 H 1.1699 -0.8619 -3.1870  0.196
23 H -3.3663 0.6534 -0.7677  0.214
24 H -3.7417 2.2211 -1.5295  0.183
25 H -2.6496 1.0986 -2.2981  0.214
26 H -2.1582 0.8199 2.5080  0.221
27 H -3.5739 -0.2448 1.9342  0.189
28 H -2.9172 -0.4195 3.5383  0.197
29 H -1.8856 2.3210 0.2500  0.182
30 H -1.8324 3.0671 -1.2816  0.152
31 H -1.9852 -2.0012 1.4008  0.163
32 H -0.6610 -1.2578 2.2981  0.204

***

> What is the charge in the third record?

-1